A single C11H19ClFO9PS2Si molecule in a non-equilibrium geometry. Source: the OMol25 dataset; level of theory: ωB97M-V/def2-TZVPD.

```
45
C11H19ClFO9PS2Si | the OMol25 dataset | ωB97M-V/def2-TZVPD
C -2.56 -2.06 1.80
Si -1.16 -3.11 1.10
C -1.79 -3.94 -0.45
C -0.66 -4.40 2.34
O 0.17 -2.15 0.80
C 0.01 -1.13 -0.19
C 0.52 0.17 0.44
C 1.23 1.20 -0.46
C 2.52 1.66 0.31
C 3.67 0.67 0.19
O 4.56 0.72 -0.59
Cl 3.66 -0.63 1.42
O 1.70 0.66 -1.71
S 2.01 1.85 -2.75
O 3.40 2.09 -2.85
O 1.21 1.64 -3.89
O 1.37 3.03 -1.85
C 0.44 2.46 -0.93
C -0.90 2.23 -1.74
C -1.42 0.82 -1.88
O -1.04 -0.07 -2.53
F -2.52 0.66 -1.06
P -0.08 3.76 0.32
O -1.28 3.05 1.13
O 1.05 3.91 1.43
S -0.53 5.39 -0.54
H -3.19 -2.63 2.47
H -3.20 -1.72 0.97
H -2.18 -1.16 2.29
H -2.38 -4.81 -0.13
H -2.46 -3.30 -1.02
H -1.00 -4.29 -1.11
H 0.23 -4.93 1.99
H -0.44 -3.94 3.30
H -1.47 -5.12 2.46
H 0.57 -1.40 -1.08
H -1.04 -1.05 -0.45
H 1.21 -0.15 1.21
H -0.30 0.68 0.96
H 2.91 2.60 -0.07
H 2.31 1.78 1.36
H -0.74 2.62 -2.74
H -1.70 2.82 -1.31
H -1.58 2.20 0.80
H 0.90 3.33 2.19
```

Summary:
electronic energy = -84222.49004 eV
net charge = 0
max |F| = 0.026 hartree/bohr
structure (SMILES) = C[Si](C)(C)OCC[C@@]1(CC(=O)Cl)OS(=O)(=O)O[C@]1(CC(=O)F)P(O)(O)=S